Density functional theory data (ωB97M-V/def2-TZVPD) for an isolated ion of composition C5H14NS and charge +1 at a distorted geometry.

Each line ends with the Mulliken charge.
Geometry (Å):
C  1.21  -1.09  0.11  -1.2639
C  0.66  -0.03  -0.79  0.3568
C  0.14  1.25  -0.15  -0.8570
C  -1.33  1.20  0.37  -0.9371
S  -2.39  -0.27  0.26  -0.0412
C  -1.96  -1.22  1.73  -0.9117
N  1.73  0.34  -1.86  -0.2755
H  2.24  -0.82  0.39  0.4737
H  1.29  -2.05  -0.38  0.3668
H  0.75  -1.05  1.07  0.1658
H  -0.14  -0.39  -1.40  0.3027
H  0.81  1.65  0.62  0.3881
H  0.19  2.06  -0.90  0.4109
H  -1.44  1.56  1.37  0.4139
H  -1.85  1.91  -0.26  0.3692
H  -0.96  -1.17  2.10  0.3002
H  -2.15  -2.28  1.55  0.3276
H  -2.65  -0.97  2.54  0.3510
H  2.64  -0.05  -1.69  0.3666
H  1.41  0.05  -2.78  0.3634
H  1.79  1.37  -1.91  0.3297

Computed properties:
Frontier orbital gap, Eh: 0.309
Net charge: +1
HOMO level, Eh: -0.4403
E, eV: -17730.3999
LUMO level, eV: -3.564
ΔE to the lowest compared entry with this formula, charge and spin, eV: 0.880
SMILES: CSCC[C@H](C)[NH3+]

Density functional theory data (ωB97M-V/def2-TZVPD) for C32H44GaN2O4S as an isolated structure at a distorted geometry.

Each line ends with the Mulliken charge.
Geometry (Å):
O  0.98  -0.69  4.91  -0.6436
C  1.81  -0.92  4.03  0.4249
O  2.38  -2.15  3.93  -0.5137
C  2.20  0.07  3.04  -0.6098
Ga  0.60  0.26  1.71  -0.5118
C  1.24  0.09  -0.25  0.1417
C  0.78  -1.27  -0.83  -0.3360
C  1.90  -2.10  -1.41  -0.8640
O  2.90  -2.38  -0.42  -0.4688
C  -0.53  1.93  2.07  -0.8824
C  -1.98  1.51  2.41  -0.7495
C  -2.64  0.95  1.16  -0.1549
C  -4.02  0.36  1.42  -0.2738
C  -4.64  -0.20  0.14  -0.9296
C  -5.42  -1.51  0.32  -0.5045
C  -4.41  -2.63  0.59  -0.1991
S  -4.84  -3.63  2.07  -0.2986
C  -3.60  -3.12  3.19  0.4639
N  -3.70  -2.66  4.37  -0.3757
N  -2.40  -2.39  4.78  -0.3340
C  -1.64  -2.67  3.83  0.4234
O  -2.33  -3.17  2.75  -0.2352
H  1.86  -2.70  4.53  0.3848
H  2.43  1.01  3.52  0.3784
H  3.04  -0.31  2.46  0.3510
H  -0.39  -1.02  1.95  -0.1990
H  2.31  0.24  -0.37  -0.2557
H  0.73  0.88  -0.79  0.4715
H  -0.03  -1.11  -1.54  0.3191
H  0.34  -1.85  -0.02  0.0625
H  2.37  -1.64  -2.28  0.2823
H  1.48  -3.06  -1.72  0.4257
H  2.66  -3.22  -0.03  0.2768
H  -0.60  2.59  1.21  0.3929
H  -0.09  2.42  2.94  0.4838
H  -1.94  0.69  3.13  0.2642
H  -2.57  2.34  2.81  0.4285
H  -2.71  1.79  0.46  0.2658
H  -2.01  0.18  0.72  -0.2106
H  -3.93  -0.39  2.20  0.1167
H  -4.65  1.17  1.78  0.4307
H  -3.85  -0.38  -0.59  0.2819
H  -5.32  0.54  -0.29  0.4419
H  -6.17  -1.44  1.08  0.4268
H  -5.90  -1.72  -0.64  0.0916
H  -3.44  -2.17  0.78  -0.1337
H  -4.27  -3.33  -0.23  0.5107
H  -0.58  -2.57  3.73  0.1671
C  5.59  2.82  -3.87  -0.4077
C  4.90  3.07  -2.69  -0.3933
C  4.58  2.03  -1.84  -0.4664
C  4.95  0.73  -2.16  -0.3073
C  5.65  0.48  -3.34  -0.6482
C  5.97  1.53  -4.19  -0.3468
H  5.84  3.64  -4.53  0.3714
H  4.61  4.09  -2.44  0.3649
H  4.03  2.22  -0.93  0.4404
H  4.70  -0.09  -1.49  0.6245
H  5.94  -0.53  -3.58  0.3772
H  6.51  1.33  -5.11  0.3553
C  9.20  3.62  0.82  -0.3462
C  8.51  3.40  -0.37  -0.5377
C  7.72  2.28  -0.51  0.1121
C  7.60  1.37  0.53  -0.4498
C  8.28  1.59  1.72  -0.4335
C  9.09  2.72  1.86  -0.4174
H  9.82  4.50  0.93  0.3535
H  8.60  4.11  -1.18  0.3690
H  7.19  2.10  -1.44  0.2348
H  6.98  0.49  0.42  0.4057
H  8.19  0.89  2.54  0.3728
H  9.62  2.89  2.79  0.3501
C  -7.57  -1.64  -3.52  -0.3868
C  -8.75  -2.31  -3.81  -0.3864
C  -9.97  -1.67  -3.67  -0.3718
C  -10.01  -0.35  -3.24  -0.3522
C  -8.83  0.32  -2.95  -0.4217
C  -7.61  -0.32  -3.08  -0.2844
H  -6.62  -2.14  -3.63  0.3809
H  -8.72  -3.34  -4.15  0.3525
H  -10.89  -2.19  -3.90  0.3517
H  -10.97  0.16  -3.13  0.3510
H  -8.87  1.35  -2.61  0.3635
H  -6.70  0.20  -2.85  0.4017

Computed properties:
Frontier orbital gap, Eh: 0.259
Net charge: -1
HOMO level, Eh: -0.1780
E, eV: -108279.2288
LUMO level, eV: 2.216

Density functional theory data (ωB97M-V/def2-TZVPD) for one molecule with the formula C6H10N4O3S at a distorted geometry.

Each line ends with the Mulliken charge.
Geometry (Å):
C  2.50  1.42  -1.22  -0.2351
C  -0.66  0.14  -1.18  0.0577
C  -0.83  0.19  -2.70  0.5088
C  0.37  1.10  -0.50  1.0643
C  -1.17  -1.96  2.90  -0.9749
C  -1.55  -2.02  1.43  -0.2995
N  -1.27  -0.74  -0.55  -0.5496
N  1.27  1.72  -1.36  -0.8274
N  2.95  0.63  -0.29  -0.1230
N  -0.39  2.09  0.17  -0.6556
O  -0.12  1.10  -3.33  -0.4997
O  -1.57  -0.59  -3.19  -0.5328
O  -0.96  -0.82  0.84  -0.0801
S  1.53  -0.07  0.49  -0.0907
H  3.27  1.96  -1.90  0.3357
H  -0.44  -1.13  2.98  0.2538
H  -2.08  -1.63  3.36  0.3129
H  -0.83  -2.84  3.37  0.3254
H  -2.57  -2.06  1.22  0.3617
H  -1.09  -2.82  0.82  0.3059
H  0.36  1.68  -2.69  0.4920
H  3.86  0.21  -0.14  0.2475
H  -0.73  1.61  0.98  0.3239
H  0.17  2.84  0.49  0.2788

Computed properties:
Frontier orbital gap, Eh: 0.331
Net charge: 0
HOMO level, Eh: -0.3232
E, eV: -29319.3895
LUMO level, eV: 0.221
ΔE to the lowest compared entry with this formula, charge and spin, eV: 0.000
SMILES: CCO/N=C(/C(=O)O)[C@]1(N)N=CNS1

Please write out number 1 again, unchanged.
Density functional theory data (ωB97M-V/def2-TZVPD) for an isolated ion of composition C5H14NS and charge +1 at a distorted geometry.

Each line ends with the Mulliken charge.
Geometry (Å):
C  1.21  -1.09  0.11  -1.2639
C  0.66  -0.03  -0.79  0.3568
C  0.14  1.25  -0.15  -0.8570
C  -1.33  1.20  0.37  -0.9371
S  -2.39  -0.27  0.26  -0.0412
C  -1.96  -1.22  1.73  -0.9117
N  1.73  0.34  -1.86  -0.2755
H  2.24  -0.82  0.39  0.4737
H  1.29  -2.05  -0.38  0.3668
H  0.75  -1.05  1.07  0.1658
H  -0.14  -0.39  -1.40  0.3027
H  0.81  1.65  0.62  0.3881
H  0.19  2.06  -0.90  0.4109
H  -1.44  1.56  1.37  0.4139
H  -1.85  1.91  -0.26  0.3692
H  -0.96  -1.17  2.10  0.3002
H  -2.15  -2.28  1.55  0.3276
H  -2.65  -0.97  2.54  0.3510
H  2.64  -0.05  -1.69  0.3666
H  1.41  0.05  -2.78  0.3634
H  1.79  1.37  -1.91  0.3297

Computed properties:
Frontier orbital gap, Eh: 0.309
Net charge: +1
HOMO level, Eh: -0.4403
E, eV: -17730.3999
LUMO level, eV: -3.564
ΔE to the lowest compared entry with this formula, charge and spin, eV: 0.880
SMILES: CSCC[C@H](C)[NH3+]

Which formula does entry 3 have?
C6H10N4O3S